Molecular formula: C32H90F3O16
Method: DFT, ωB97M-V/def2-TZVPD

Its total charge is -1. The calculation puts the frontier orbital gap at 0.2996 Ha. The maximum force is 2.10 eV Å⁻¹. The calculation puts the LUMO energy at 2.08 eV.

```
141
Properties=species:S:1:pos:R:3:forces:R:3
C -3.2957 -20.2171 5.5064 -0.618 1.235 -0.618
O -2.7219 -19.3792 6.5302 0.379 -0.309 0.286
O -2.4296 -20.6843 4.6649 1.134 -0.943 -0.618
C -4.1530 -21.2756 6.1981 -0.296 0.048 0.634
F -5.2283 -21.5794 5.4370 -0.101 -0.006 0.057
F -3.5476 -22.4360 6.4624 0.225 -0.176 0.043
F -4.6272 -20.8280 7.3925 -0.338 -0.143 -0.134
C -3.0101 -18.0250 6.3447 -1.287 0.686 0.505
C -2.4250 -17.2220 7.4790 0.188 0.316 0.388
H -2.6901 -17.6518 8.4473 0.339 -0.465 -0.153
H -1.3446 -17.1288 7.3474 0.008 -0.013 0.407
H -2.8694 -16.2316 7.5916 0.011 0.221 -0.686
H -4.1007 -17.8639 6.4287 0.009 -0.164 -0.280
H -2.7219 -17.6469 5.3592 0.351 -0.126 0.064
H -4.0737 -19.5904 4.9979 -0.060 0.091 0.245
C -4.0701 -14.6424 11.5495 1.196 0.150 -0.287
C -4.3726 -13.5963 10.4724 -0.182 -0.477 1.403
O -5.7086 -13.1337 10.6700 0.125 0.282 -0.515
H -4.8693 -15.3747 11.6164 -0.074 0.027 0.091
H -3.8479 -14.1687 12.5101 -0.519 -0.003 0.084
H -3.1233 -15.1520 11.3184 -0.240 -0.125 -0.150
H -4.2791 -14.0628 9.5005 -0.238 0.200 -0.331
H -3.6732 -12.7618 10.5788 0.092 -0.046 -0.355
H -5.6785 -12.5583 11.4393 -0.171 -0.018 0.021
C -6.6861 -14.6542 7.6305 1.098 -0.391 1.256
C -8.0222 -13.9764 7.5679 -0.225 0.282 -0.307
O -8.3456 -13.7149 6.1973 0.125 -0.218 -0.226
H -6.4500 -14.9082 8.6754 -0.544 -0.119 -0.005
H -5.7921 -14.0604 7.4130 -0.463 0.286 -0.739
H -6.6453 -15.6040 7.0970 -0.143 0.159 -0.280
H -8.0335 -13.0208 8.1019 0.190 -0.154 0.227
H -8.7684 -14.6364 8.0278 -0.005 0.060 -0.082
H -9.2268 -13.3409 6.1253 -0.028 -0.006 0.174
C -8.2255 -22.7713 7.2764 -0.103 0.416 -0.134
C -7.7581 -21.4930 7.9760 -1.062 -1.010 -0.186
O -8.9049 -20.7889 8.5213 0.524 -0.007 -0.177
H -7.4205 -23.1668 6.6551 0.034 -0.188 0.176
H -9.0511 -22.5198 6.6061 0.030 0.004 0.010
H -8.5920 -23.5171 7.9823 0.157 -0.083 0.004
H -7.3137 -20.8664 7.2092 0.282 0.337 0.373
H -7.0854 -21.7623 8.7895 0.385 0.394 -0.173
H -9.0983 -21.1715 9.3812 -0.078 0.065 0.016
C -0.8957 -19.2943 9.7157 0.263 1.303 0.035
C 0.3022 -20.1959 9.8197 -0.215 -0.565 0.502
O 0.9881 -20.1450 11.0834 -0.253 -0.043 -0.332
H -1.6944 -19.5694 10.4096 -0.147 -0.423 -0.370
H -1.1975 -19.2675 8.6684 -0.523 -0.349 0.153
H -0.7125 -18.2403 9.9719 0.472 -0.161 -0.040
H 1.0585 -20.0281 9.0576 -0.032 0.233 0.001
H -0.1166 -21.1920 9.6337 0.447 -0.184 0.149
H 0.3547 -20.4205 11.7526 0.037 0.031 0.068
C -5.7840 -18.5801 10.1689 -0.247 -0.410 0.601
C -7.1435 -18.3366 10.8241 0.382 -0.586 -0.325
O -7.6718 -17.0947 10.4194 -0.048 0.057 0.303
H -5.8847 -18.7194 9.0944 0.114 0.291 -0.113
H -5.3158 -19.4906 10.5630 -0.041 0.083 -0.008
H -5.1567 -17.7317 10.4388 0.216 0.023 -0.360
H -7.0244 -18.3715 11.9085 -0.105 0.440 0.049
H -7.8297 -19.1638 10.5896 -0.047 0.086 -0.124
H -7.7758 -17.1529 9.4576 -0.182 0.020 -0.065
C 1.7317 -18.0117 7.2489 -0.473 -0.363 -0.557
C 0.7577 -18.4285 6.1550 -0.089 -1.028 0.486
O 1.5101 -19.1927 5.2133 0.236 0.677 -0.598
H 2.2454 -17.1054 6.9334 0.100 0.078 0.324
H 2.4519 -18.8255 7.3391 0.085 0.099 0.200
H 1.1894 -17.9049 8.1872 0.210 0.352 0.104
H 0.2274 -17.5653 5.7420 0.165 -0.065 -0.342
H 0.0071 -19.1420 6.5186 -0.210 0.442 0.360
H 0.9983 -19.2371 4.4011 -0.096 -0.160 -0.055
C -4.6921 -25.8243 3.8354 0.207 -0.493 0.912
C -3.9573 -25.1928 5.0083 0.106 0.344 0.414
O -2.6624 -24.7928 4.5955 -0.278 -0.027 0.020
H -5.5792 -26.3230 4.2398 -0.168 0.208 -0.239
H -4.0837 -26.6154 3.3943 0.083 0.174 -0.181
H -4.9574 -25.0680 3.1039 -0.004 -0.041 -0.135
H -3.8658 -25.8466 5.8934 -0.120 -0.388 -0.383
H -4.5579 -24.3529 5.3892 0.177 0.120 -0.296
H -2.2398 -24.2641 5.2910 0.095 0.031 -0.158
C -5.8858 -20.9495 0.6768 -0.005 -0.258 -0.112
C -5.0887 -20.5568 1.8945 0.166 -0.210 0.010
O -3.9816 -21.4386 1.9969 0.140 0.343 0.118
H -6.8933 -20.5356 0.7331 0.010 0.062 -0.198
H -5.9536 -22.0405 0.6634 -0.151 0.020 0.054
H -5.3964 -20.6647 -0.2547 -0.040 0.182 0.022
H -5.7362 -20.6752 2.7742 0.090 0.209 0.090
H -4.7063 -19.5332 1.8341 -0.337 0.135 0.033
H -3.3946 -21.0202 2.6462 0.235 -0.484 0.232
C -7.2013 -18.2493 5.7415 0.673 0.009 -0.105
C -8.5658 -18.0956 6.4278 1.198 0.640 0.227
O -8.3589 -18.1143 7.8482 -0.519 -0.540 -0.063
H -6.3964 -18.1988 6.4795 -0.239 -0.216 0.314
H -6.8815 -17.4554 5.0597 -0.636 -0.089 -0.273
H -7.0946 -19.2174 5.2489 0.014 0.086 -0.166
H -9.2291 -18.8882 6.0808 -0.252 0.067 0.282
H -8.9974 -17.1145 6.2310 -0.138 -0.110 -0.245
H -8.4502 -19.0382 8.1482 -0.150 0.252 0.107
C 0.1499 -17.5367 2.0755 -0.411 0.393 -0.052
C -0.7786 -18.7878 2.0855 1.717 1.209 0.028
O -1.6750 -18.6169 3.1333 -0.467 0.161 0.457
H -0.3755 -16.6979 2.5451 -0.088 -0.125 0.006
H 0.4188 -17.1782 1.0777 0.134 -0.337 -0.029
H 1.0544 -17.6871 2.6634 0.093 -0.059 -0.030
H -0.0790 -19.6171 2.2257 -0.566 -0.510 -0.149
H -1.2622 -18.8323 1.1079 -0.263 -0.429 0.041
H -1.7737 -19.3835 3.7572 -0.251 -0.479 -0.262
C -4.5034 -16.0764 3.4951 0.009 -0.184 -0.299
C -3.9606 -15.7752 2.0922 0.272 -0.312 0.356
O -3.5759 -16.9648 1.4216 -0.185 0.138 -0.515
H -4.0393 -16.9762 3.9010 0.320 0.191 -0.067
H -5.5631 -16.3357 3.4411 -0.051 0.333 0.063
H -4.3200 -15.2386 4.1693 -0.247 -0.048 0.100
H -3.1001 -15.0961 2.1196 -0.077 0.080 0.209
H -4.7311 -15.2874 1.4948 0.022 -0.079 -0.134
H -2.7404 -17.2693 1.7956 -0.211 -0.163 0.328
C 0.3725 -23.4751 7.9249 -0.342 -0.222 0.140
C -0.7004 -22.5545 7.3541 0.629 -0.241 -0.115
O -0.8389 -22.9409 5.9929 -0.596 0.427 0.096
H -0.0677 -24.4775 7.9076 0.267 -0.055 0.066
H 0.6599 -23.2470 8.9530 -0.142 0.103 0.010
H 1.2774 -23.4975 7.3202 -0.068 0.176 -0.141
H -0.4438 -21.4923 7.4289 0.099 -0.048 -0.093
H -1.6247 -22.7015 7.9269 -0.039 0.040 -0.129
H -1.3914 -22.2595 5.5501 0.180 0.032 -0.169
C -0.6767 -12.6951 4.6473 0.774 0.152 -0.423
C -1.2272 -13.1528 5.9615 -0.625 0.437 0.523
O -1.1248 -14.5605 6.0424 0.283 -0.078 -0.120
H -0.8017 -11.6188 4.5144 -0.276 -0.041 -0.020
H -1.1147 -13.2342 3.8080 -0.177 0.066 0.042
H 0.4045 -12.8621 4.6000 -0.090 -0.163 0.062
H -2.2779 -12.8352 6.0581 0.017 -0.182 -0.128
H -0.7162 -12.6239 6.7789 0.204 -0.325 -0.014
H -1.1572 -14.8699 6.9512 -0.110 0.119 0.026
C -4.0234 -23.3621 9.8967 -0.125 0.023 -0.206
C -4.3792 -24.8027 9.6046 0.840 -0.452 0.645
O -5.0479 -25.4341 10.7084 -0.439 0.092 -0.333
H -3.2420 -23.3320 10.6576 -0.001 0.140 0.030
H -4.8852 -22.7956 10.2515 -0.037 -0.031 -0.003
H -3.6552 -22.8893 8.9854 0.062 0.087 0.084
H -3.4407 -25.3511 9.4477 -0.102 0.049 -0.329
H -4.9742 -24.9280 8.7039 -0.309 0.052 0.139
H -4.3992 -25.6690 11.3753 0.091 0.085 -0.048
```
Positions in Å, forces in eV/Å.